Record 1
DFT (wB97M-V/def2-TZVPD) results for 8 unconnected molecules or ions with the total composition C32H88N8O8.

The value obtained for the energy above the lowest of the compared OMol25 structures with the same formula, charge and spin is 95.8 kcal per mole. For the molecular weight, the calculation gives 713.104 g/mol. For the calculated total energy, the calculation gives -2311.70193 hartree. The LUMO energy is 0.016 hartree. Its max |F| is 0.052 Eh/bohr. The SMILES is COC[C@H](C)N.COC[C@H](C)N.COC[C@H](C)N.COC[C@H](C)N.COC[C@H](C)N.COC[C@H](C)N.COC[C@H](C)N.COC[C@H](C)N.

XYZ file:
```
136
C32H88N8O8 (wB97M-V/def2-TZVPD)
C -3.01104 2.05168 -4.26285
O -4.25736 2.21664 -3.61586
C -4.36491 1.17393 -2.66521
C -5.69145 1.31151 -1.89706
C -5.64306 0.77513 -0.46896
N -6.83474 0.63118 -2.53274
H -2.77282 2.86252 -4.94698
H -2.94685 1.13993 -4.86935
H -2.16044 1.91121 -3.58705
H -4.46875 0.19541 -3.16074
H -3.47104 1.05855 -2.04593
H -5.78086 2.40723 -1.85982
H -6.54901 0.99603 0.10192
H -4.83290 1.18822 0.13693
H -5.62822 -0.31407 -0.53843
H -6.76195 1.01682 -3.47831
H -7.68293 1.00902 -2.12599
C 3.88846 -2.51131 -0.59901
O 3.97317 -1.70153 -1.75122
C 4.46491 -2.35229 -2.88884
C 3.44206 -3.18986 -3.69440
C 3.99432 -3.75800 -5.01876
N 2.28045 -2.34909 -3.97010
H 3.68472 -1.81427 0.21341
H 4.83604 -2.97304 -0.29674
H 3.15041 -3.31389 -0.64514
H 5.01055 -1.72343 -3.60070
H 5.28983 -3.00461 -2.55831
H 3.22188 -4.03398 -3.03737
H 4.81031 -4.48449 -4.97939
H 4.44245 -2.94685 -5.60039
H 3.22083 -4.23867 -5.61428
H 2.55064 -1.46314 -4.39485
H 1.85718 -2.06211 -3.09561
C -0.54700 -5.25215 1.80174
O -0.61344 -6.66479 1.82188
C -0.23965 -7.28004 0.58882
C -0.26635 -8.79217 0.60561
C 0.33503 -9.34771 1.90923
N 0.64750 -9.22597 -0.48589
H 0.49273 -4.91164 1.81619
H -1.09582 -4.95457 2.69268
H -1.07488 -4.91738 0.90226
H -0.99774 -6.93630 -0.13414
H 0.71347 -6.83367 0.28554
H -1.27771 -9.19504 0.56932
H 1.28406 -8.91093 2.21713
H 0.40696 -10.42895 1.81118
H -0.42477 -9.08321 2.64986
H 1.51207 -8.74743 -0.26458
H 0.25477 -8.80142 -1.32693
C -0.94649 0.76286 4.89144
O -0.50581 -0.54345 5.24577
C 0.36626 -0.57681 6.36027
C 1.61335 0.35477 6.32990
C 2.57749 -0.13893 5.25537
N 2.31523 0.43894 7.59841
H -0.24582 1.30004 4.24491
H -1.14473 1.37192 5.77801
H -1.85023 0.52317 4.33050
H -0.18383 -0.38768 7.29230
H 0.66036 -1.63150 6.32592
H 1.20462 1.34383 6.10475
H 3.55002 0.35416 5.29786
H 2.23196 0.12076 4.25446
H 2.68658 -1.19614 5.50067
H 2.73145 -0.44406 7.85057
H 1.86585 0.93891 8.34509
C -0.63768 1.68799 0.68317
O 0.10708 1.31699 -0.45249
C 0.48474 -0.03379 -0.51855
C -0.65501 -1.07220 -0.71765
C -0.24116 -2.52987 -0.90562
N -1.43186 -0.74964 -1.91155
H -1.68414 1.38741 0.81289
H -0.77172 2.77183 0.65304
H -0.04302 1.38232 1.55021
H 1.33145 -0.17271 -1.19365
H 0.90539 -0.29950 0.46729
H -1.28742 -0.97452 0.17266
H 0.15711 -3.06743 -0.04576
H 0.53871 -2.44984 -1.66419
H -1.13181 -3.05293 -1.24195
H -1.79773 0.19652 -1.96437
H -0.67178 -0.73073 -2.58703
C -0.83087 2.72666 -7.39645
O -0.38563 1.93524 -6.29806
C 0.97231 1.61485 -6.41350
C 1.40584 0.64477 -5.29443
C 0.80572 1.13520 -3.95117
N 2.82718 0.33803 -5.16693
H -0.68177 2.16963 -8.32399
H -0.28435 3.66826 -7.49488
H -1.88027 2.92472 -7.20034
H 1.24776 1.32095 -7.43106
H 1.54078 2.53563 -6.19188
H 0.89820 -0.29659 -5.52775
H 1.42557 1.87685 -3.45244
H 0.42357 0.31613 -3.35925
H -0.14174 1.62424 -4.20222
H 3.42892 1.12288 -5.41497
H 3.09366 0.25483 -4.18875
C 0.26572 3.92107 6.16343
O 1.36529 4.16093 5.32106
C 1.67718 3.09981 4.48000
C 2.84915 3.32039 3.51227
C 3.09356 2.15210 2.54791
N 4.13397 3.61853 4.16887
H -0.03392 4.82377 6.69039
H 0.49305 3.04140 6.76990
H -0.64928 3.71786 5.58629
H 1.89693 2.20461 5.08816
H 0.77681 2.80124 3.92136
H 2.70394 4.17840 2.85155
H 2.16018 1.87995 2.05732
H 3.61244 1.31035 3.01632
H 3.85983 2.46780 1.83879
H 3.95952 4.38343 4.81484
H 4.45268 2.83320 4.72762
C -0.24845 4.68928 2.02864
O -1.55257 4.37131 1.61411
C -1.85183 4.56502 0.24143
C -3.35768 4.49139 0.08153
C -3.78357 4.61487 -1.36867
N -3.94288 5.59821 0.84948
H 0.44120 4.00509 1.51174
H -0.17341 4.56908 3.10311
H 0.10132 5.66869 1.68212
H -1.49704 5.56416 -0.04580
H -1.31597 3.81168 -0.34666
H -3.60769 3.51713 0.52476
H -3.90755 5.67081 -1.61418
H -4.80668 4.24608 -1.47116
H -3.14134 4.10719 -2.08564
H -3.40125 5.67066 1.70493
H -4.90315 5.38449 1.08782
```

---

Record 2
DFT (wB97M-V/def2-TZVPD) results for a molecular structure, C32H90AsF6N8O9.

The value obtained for the energy above the lowest of the compared OMol25 structures with the same formula, charge and spin is 33.0 kcal per mole. For the molecular weight, the calculation gives 920.029 g/mol. For the calculated total energy, the calculation gives -5223.29525 hartree. The LUMO energy is 0.071 hartree. Its max |F| is 0.052 Eh/bohr. Its total charge is -1.

XYZ file:
```
146
C32H90AsF6N8O9 (wB97M-V/def2-TZVPD)
As 17.65775 23.10386 -22.24328
F 17.97404 21.33870 -22.48317
F 18.81364 23.51917 -23.56365
F 17.31390 24.86113 -22.05343
F 16.49474 22.66489 -20.89795
F 18.97131 23.09969 -20.98364
F 16.32110 22.99010 -23.41848
O 22.99436 20.67566 -20.10239
H 22.61727 20.38470 -19.27210
H 22.33289 21.25844 -20.47526
C 23.06901 14.30961 -24.07379
C 21.75053 14.90568 -24.53176
C 20.57316 14.46037 -23.62740
O 20.24374 13.10926 -23.64949
C 19.73974 12.66442 -24.92853
N 21.88664 16.35542 -24.48566
H 23.05695 13.21968 -24.07698
H 23.36715 14.53711 -23.05033
H 23.95891 14.68815 -24.57667
H 21.42162 14.62873 -25.53336
H 19.66841 14.99348 -23.91951
H 20.70648 14.77949 -22.59373
H 18.81626 12.11506 -24.74555
H 20.52002 12.08755 -25.42500
H 19.48643 13.41707 -25.67516
H 20.97563 16.79147 -24.48162
H 22.14646 16.47555 -23.51707
C 24.32004 27.57602 -18.89023
C 22.83166 27.31383 -18.71431
C 22.19035 27.89045 -17.45086
O 22.65137 27.33491 -16.23511
C 22.39302 25.96288 -16.09072
N 22.15702 27.72898 -19.95696
H 24.84953 27.20464 -18.01284
H 24.55472 28.61191 -19.13510
H 24.64378 26.97894 -19.74275
H 22.61318 26.24775 -18.65222
H 21.10735 27.77891 -17.50339
H 22.36518 28.96627 -17.46272
H 21.38649 25.56221 -16.21099
H 22.57872 25.63451 -15.06809
H 23.09686 25.43732 -16.73608
H 21.15789 27.60874 -19.87100
H 22.46504 27.12418 -20.70492
C 10.21813 28.71644 -20.90751
C 10.59007 27.68581 -21.98605
C 11.79636 28.12541 -22.78866
O 11.73797 29.38107 -23.46925
C 10.80411 29.55272 -24.54414
N 10.64475 26.37199 -21.39033
H 9.28120 28.44449 -20.42140
H 10.04668 29.68931 -21.36820
H 10.95436 28.89428 -20.12365
H 9.87197 27.59817 -22.80137
H 12.08208 27.32111 -23.46658
H 12.51927 28.27432 -21.98658
H 9.82017 29.35631 -24.11825
H 11.06036 28.93815 -25.40712
H 10.87921 30.61958 -24.75458
H 10.52065 25.68678 -22.12189
H 11.58916 26.15134 -21.10837
C 9.69355 22.48378 -26.48085
C 10.43815 21.13806 -26.24095
C 11.41119 20.77793 -27.43175
O 10.66551 20.57200 -28.66166
C 11.37584 20.70049 -29.90764
N 11.15352 21.14709 -24.98705
H 8.86098 22.25695 -27.14678
H 10.26228 23.29488 -26.93557
H 9.23976 22.83264 -25.55324
H 9.71336 20.32469 -26.27566
H 11.89591 19.82616 -27.21426
H 12.23523 21.48655 -27.51500
H 11.91405 21.64835 -29.91066
H 10.59742 20.70422 -30.67062
H 12.07369 19.88088 -30.07895
H 11.40033 20.21962 -24.67241
H 12.04016 21.61039 -25.12606
C 16.44368 33.20421 -19.46634
C 15.19639 33.99980 -19.63715
C 15.15106 35.26653 -18.76585
O 15.26083 34.98454 -17.35434
C 15.15038 36.10562 -16.48612
N 15.02056 34.19018 -21.08447
H 17.24930 33.81169 -19.87869
H 16.34659 32.32085 -20.09749
H 16.60561 32.98895 -18.41015
H 14.32717 33.36751 -19.45614
H 14.17382 35.73747 -18.87216
H 15.87433 36.02985 -19.05279
H 15.77994 36.96707 -16.70896
H 15.18725 35.84029 -15.42955
H 14.13851 36.50422 -16.55922
H 14.54671 33.40688 -21.51109
H 14.46281 34.99220 -21.34095
C 14.54893 14.75393 -19.31730
C 13.93211 13.67201 -20.22567
C 13.94716 12.23503 -19.66549
O 13.80209 12.25040 -18.28331
C 12.63983 11.64829 -17.81953
N 12.53640 14.12752 -20.38886
H 14.11245 14.84988 -18.32313
H 14.45703 15.69820 -19.85396
H 15.58875 14.44678 -19.20534
H 14.53038 13.64311 -21.13635
H 14.95676 11.86082 -19.83513
H 13.26697 11.49292 -20.08348
H 12.21923 10.82625 -18.39872
H 11.98846 12.51804 -17.73377
H 12.66694 11.30517 -16.78530
H 12.03572 13.42121 -20.90900
H 12.10770 14.02756 -19.47983
C 20.16962 27.21233 -31.99889
C 19.54760 28.39529 -31.25201
C 18.98287 28.00327 -29.89519
O 18.28796 29.18016 -29.33145
C 17.96739 29.08187 -27.96052
N 20.53386 29.52423 -31.23484
H 19.47933 26.42179 -32.29323
H 21.06718 26.93655 -31.44534
H 20.52762 27.52107 -32.98105
H 18.62503 28.81287 -31.65524
H 19.81457 27.82058 -29.21475
H 18.40709 27.07997 -29.95914
H 18.79978 28.92176 -27.27526
H 17.29565 28.23162 -27.84237
H 17.56186 30.04837 -27.66132
H 19.99242 30.32510 -30.94236
H 21.22775 29.42761 -30.50732
C 16.02113 22.31583 -11.66543
C 15.43564 23.68099 -11.96762
C 15.35997 24.09603 -13.40418
O 14.91741 25.50323 -13.60549
C 14.80242 25.86730 -14.94929
N 14.11022 23.74045 -11.47216
H 15.46613 21.44063 -12.00322
H 16.02108 22.10067 -10.59688
H 17.06345 22.29303 -11.98351
H 16.07252 24.33543 -11.37249
H 14.66969 23.43044 -13.92245
H 16.36936 23.94258 -13.78586
H 15.60112 25.47045 -15.57595
H 14.72154 26.94858 -15.06051
H 13.86342 25.46216 -15.32645
H 13.41363 23.38959 -12.11385
H 13.95716 24.73857 -11.45124
```

---

> Number 1 is which compound?

C32H88N8O8